Molecular formula: C14H21ClORu
Method: DFT, ωB97M-V/def2-TZVPD

Results
strongest force on any atom: 4.84 eV/A
<S²>: 6.03
multiplicity: 5
calculated total energy: -31989.6044 eV
total charge: +2

Element x y z (Å)
Ru 0.761308 0.650413 1.707594
Cl -0.653097 -0.263340 -1.175588
O 2.062387 -2.063151 1.222627
C 2.530417 1.736410 2.302358
C 1.446950 2.352832 0.340091
C -0.357837 -0.773433 -3.909986
C -1.073764 -0.705027 1.998352
C -0.111891 -0.926141 3.048087
C -2.017054 -2.180503 -2.702832
C 2.280454 1.219156 0.054888
C 0.074169 0.310330 3.731380
C -1.426825 -0.775711 -2.817978
C 2.980501 0.867158 1.264350
C -0.664574 1.329978 3.028127
C 1.471062 2.567781 1.768262
C -1.501833 0.662097 2.072519
C -2.538606 0.204335 -3.196267
H -2.988065 -0.089802 -4.158134
H 2.374641 0.729871 -0.902009
H -1.236625 -2.916152 -2.484385
H 0.878532 2.952256 -0.371030
H 1.728914 -2.957939 1.437519
H 0.883485 3.289187 2.317935
H -0.669654 2.387003 3.255799
H 0.424768 -1.506882 -3.690849
H 0.607132 0.459453 4.649566
H -2.298403 1.139226 1.505536
H 3.701573 0.072426 1.377612
H -0.807421 -1.051584 -4.874937
H -2.795098 -2.219337 -1.934075
H 2.900287 -2.211549 0.742599
H -2.482376 -2.469211 -3.657526
H -1.428039 -1.439575 1.297281
H -3.338706 0.198228 -2.448364
H -2.145120 1.218903 -3.318314
H 0.397837 -1.850991 3.257543
H 0.083297 0.221294 -4.027731
H 2.947275 1.831988 3.289980

Cartesian forces, eV/Å:
Ru 0.26 -3.62 -3.20
Cl -0.02 -0.03 -0.13
O 0.14 -0.29 -0.04
C 0.63 0.21 -0.05
C 0.93 0.74 -0.60
C 0.46 0.17 0.40
C -0.14 0.86 0.68
C -1.14 0.22 0.87
C 0.21 -0.07 0.65
C -0.35 0.86 0.65
C -0.13 -0.45 0.50
C -0.97 -0.55 -2.11
C 0.61 1.18 -0.03
C -1.37 -0.17 0.88
C 1.13 1.14 -0.68
C -1.21 -0.47 0.44
C 0.08 0.35 0.50
H 0.31 -0.08 0.34
H -0.02 -0.01 -0.03
H -0.16 0.06 0.05
H -0.02 -0.47 0.15
H 0.31 0.56 -0.25
H 0.54 0.31 -0.22
H -0.44 -0.29 0.34
H -0.04 0.17 -0.05
H 0.39 0.05 0.09
H 0.37 -0.20 -0.16
H 0.02 0.07 0.01
H -0.05 0.07 0.41
H 0.13 -0.07 -0.08
H -0.56 -0.07 0.27
H 0.21 0.30 0.23
H -0.01 -0.06 -0.12
H 0.13 0.10 -0.11
H -0.13 -0.12 0.09
H -0.03 -0.04 0.12
H 0.01 -0.17 0.01
H -0.08 -0.21 0.18


Molecular formula: C14H21N2O7S
Method: DFT, ωB97M-V/def2-TZVPD

Results
strongest force on any atom: 8.74 eV/A
calculated total energy: -42986.5212 eV
total charge: +1

Element x y z (Å)
S 5.277725 0.774181 0.456944
O -1.970947 -3.047714 -1.863455
O -0.465813 -1.262750 0.082654
O 5.964588 -0.463011 0.754781
O 6.268472 2.010835 0.840356
O 4.673139 1.049800 -0.825598
O 4.161816 1.029239 1.618889
O 0.030145 0.744435 -1.176438
N -3.693253 -1.998996 -0.306379
N -5.304277 1.602367 0.890542
C -3.072027 -2.308305 -1.647330
C -3.689239 -0.528526 0.033053
C 1.425384 0.582893 -0.722551
C 4.700805 1.922634 2.590545
C -3.173135 -2.873745 0.810324
C -5.149876 0.139965 0.481692
C -4.140805 2.571920 0.888226
C 2.568750 -1.936547 -0.787137
C -0.898189 -0.064307 -0.318278
C 2.277856 -0.544338 -1.608981
C 5.636406 2.843139 1.811416
C -2.605433 2.068013 0.470164
C -2.398500 0.479695 0.054820
C -3.819061 -1.671087 -2.999080
H 1.712623 -0.724293 -2.623180
H 3.078639 -1.742408 0.273311
H -6.291075 1.899609 1.151849
H -4.105005 -3.083402 1.526313
H 3.364842 -2.599300 -1.380603
H -4.348560 3.700413 1.183766
H -2.357177 -2.379612 1.492076
H 2.012000 1.607295 -0.900527
H 1.612743 -2.642558 -0.685617
H -3.911698 -0.520749 -2.784082
H 1.519269 0.390958 0.451665
H 3.901912 2.471130 3.095215
H -1.744929 2.873266 0.501150
H -3.217654 -1.934141 -3.969641
H 6.384331 3.312875 2.455800
H 3.350207 -0.084051 -1.861174
H -6.113377 -0.561586 0.515747
H -4.929622 -2.095062 -2.999147
H -2.850977 -3.955525 0.421410
H 5.254370 1.328449 3.325284
H 5.074606 3.618901 1.281206

Cartesian forces, eV/Å:
S 0.61 -0.53 0.03
O -7.17 4.27 2.27
O -3.54 7.77 -1.90
O -1.02 1.71 -0.77
O -0.60 -1.02 -0.02
O 0.90 -0.33 1.68
O 0.32 0.13 -1.05
O -2.93 -1.53 3.67
N 2.08 1.73 -0.83
N 3.80 -1.99 -1.39
C 4.80 -2.35 -3.19
C -1.05 3.27 1.14
C 3.17 -0.08 0.16
C 0.59 0.15 0.57
C -0.80 -1.45 2.20
C 3.04 0.99 -0.15
C 1.63 -3.05 -1.02
C 0.33 -0.91 -0.41
C 3.94 -5.07 0.11
C 0.43 -0.01 0.38
C -0.47 0.49 0.23
C -4.15 -2.48 0.16
C -2.44 1.74 0.45
C -0.47 -0.12 1.94
H 0.99 0.24 2.08
H -1.34 -0.27 -2.25
H 1.87 -0.26 -0.43
H 1.94 0.51 -1.52
H -1.69 1.61 1.15
H 0.32 -2.79 -0.67
H -1.33 -0.98 -1.77
H -1.85 -2.00 0.18
H 2.05 1.83 -0.02
H 0.25 -2.09 -0.76
H -0.52 0.14 -2.66
H -0.01 -0.19 -0.27
H -1.92 -2.01 -0.15
H -1.20 0.55 2.21
H 0.01 -0.24 -0.24
H -2.82 -1.00 0.51
H 2.30 1.89 -0.07
H 2.44 0.82 -0.19
H -0.50 2.83 0.55
H -0.04 0.13 -0.03
H 0.04 -0.03 0.09


Molecular formula: C14H21N3O
Method: DFT, ωB97M-V/def2-TZVPD

Results
strongest force on any atom: 4.64 eV/A
calculated total energy: -21372.5678 eV

Element x y z (Å)
O -0.878066 1.286623 1.234560
N -0.898936 1.383721 -3.764979
N -1.474729 -1.764573 -0.024208
N 0.580288 -0.225685 2.047683
C 0.878863 0.632030 3.251866
C -0.841995 -0.559806 -0.129160
C -0.356546 0.160418 1.092591
C 1.193062 -1.503181 1.973775
C 1.548117 -1.198530 4.723186
C 0.497083 -0.118471 4.568248
C -0.764321 -0.901290 -2.744696
C -2.011215 -2.765341 0.061245
C -1.102644 2.084766 -4.991976
C 0.380195 1.114736 -1.696196
C -0.480603 -0.123437 -1.396537
C -0.442806 2.061288 -2.559458
C -1.492610 0.016477 -3.711248
C 1.458570 -2.009499 3.448785
H -1.489515 -0.337636 -4.718035
H -1.439026 -1.701441 -2.772966
H -1.208741 2.566397 -1.920796
H 0.159751 2.877308 -2.850539
H 2.487959 -2.501585 3.201430
H -0.690292 1.415803 -5.763444
H 1.966645 0.808046 3.303576
H 0.721765 -2.817983 3.657876
H 0.208148 -1.133543 -3.181762
H 0.278291 1.491426 3.117276
H -0.523528 3.057968 -5.104189
H 0.413185 -2.191089 1.477275
H -2.161598 2.097571 -5.163682
H 1.272673 0.928592 -2.268447
H 0.664179 1.721177 -0.888680
H -0.486230 -0.626164 4.579388
H -2.504777 0.116592 -3.269520
H 2.014456 -1.415792 1.357916
H 1.511929 -1.829342 5.593132
H 0.561366 0.514552 5.466187
H 2.451652 -0.611105 4.764527

Cartesian forces, eV/Å:
O 0.47 -1.08 -0.44
N 1.01 -0.78 1.02
N 1.02 2.35 0.12
N -1.59 1.04 -0.98
C -0.85 -1.90 -0.17
C 2.37 0.41 -2.77
C -0.59 3.41 2.37
C -3.46 -0.89 2.03
C 0.05 1.31 -1.60
C -0.12 -0.27 0.58
C 0.85 2.36 0.63
C -1.64 -3.05 0.29
C 1.18 -0.39 -0.47
C -1.59 -0.31 -0.56
C 0.41 -1.09 0.48
C -1.50 -0.68 -0.24
C 0.22 3.22 1.71
C 2.46 -3.46 -1.88
H -0.25 -0.55 -0.58
H -0.38 -1.80 1.03
H -0.17 -0.67 -0.31
H 0.99 0.89 -0.57
H -1.67 0.12 1.21
H -0.09 0.34 -0.32
H -0.44 0.31 -0.27
H 0.56 0.38 -0.33
H 0.03 -0.33 0.21
H -0.17 1.11 -0.11
H -1.14 -1.07 0.51
H 1.58 0.63 0.77
H -0.78 1.08 -0.60
H 0.34 -0.84 -0.21
H 0.32 0.23 1.74
H 0.12 0.72 -0.43
H -0.12 -0.25 -0.72
H 2.29 -0.35 -1.03
H -0.30 -0.24 0.30
H -0.27 0.30 -0.52
H 0.85 -0.23 0.13


Molecular formula: C14H21N4Tc
Method: DFT, ωB97M-V/def2-TZVPD

Results
strongest force on any atom: 1.14 eV/A
<S²>: 0.90
multiplicity: 2
calculated total energy: -22986.0776 eV
total charge: +3

Element x y z (Å)
Tc 0.270626 0.686590 0.487912
N -0.708467 -0.490360 -0.943608
N -0.708423 2.232473 -0.627484
N 1.635428 0.959564 -1.161141
N 0.985335 -5.639627 2.293172
C 0.364271 3.056435 -1.283242
C -0.544635 0.979279 2.489582
C 0.366317 -3.142139 2.413635
C -0.265991 -0.417862 2.461824
C 1.105765 -0.843099 2.385120
C 0.700507 -4.522048 2.369627
C -0.982161 -2.746790 2.504715
C -1.999812 0.223374 -1.249319
C -1.298872 -1.410411 2.495890
C -1.712041 1.664203 -1.595765
C 1.416709 -2.175745 2.363678
C 0.173609 -0.757388 -2.146123
C 1.609830 -0.361973 -1.857450
C 1.305958 2.137876 -2.034683
H -1.563117 1.308880 2.661204
H 0.130976 -1.816864 -2.392896
H 2.448360 -2.509398 2.368008
H -2.527966 -0.281946 -2.058692
H 1.911211 -0.120912 2.539400
H -1.755307 -3.501465 2.586577
H 2.187426 -0.318696 -2.781864
H 0.212870 1.653865 2.913091
H 2.574990 1.099706 -0.800715
H -2.334458 -1.094097 2.568219
H 0.862809 1.776531 -2.961041
H 0.891121 3.607780 -0.500717
H -0.235252 -0.217850 -2.997816
H -0.967887 -1.390653 -0.539831
H -2.622972 0.162677 -0.358352
H -2.634003 2.241384 -1.563375
H 2.093111 -1.093579 -1.208226
H -0.082684 3.791336 -1.953800
H 2.215072 2.669801 -2.307459
H -1.202915 2.836093 0.025148
H -1.315353 1.765069 -2.603215

Cartesian forces, eV/Å:
Tc 0.00 -0.98 -0.59
N -0.08 0.04 0.33
N 0.08 -0.29 0.30
N -0.04 0.49 0.41
N -0.15 0.56 0.04
C -0.01 -0.03 -0.01
C 0.34 0.56 0.22
C 0.03 0.31 0.01
C -0.17 0.11 -0.44
C 0.04 0.09 0.44
C 0.18 -0.62 -0.01
C 0.19 -0.20 -0.04
C 0.02 -0.12 -0.03
C 0.06 0.35 -0.13
C 0.04 0.05 -0.07
C -0.12 -0.32 -0.13
C -0.07 -0.02 -0.06
C -0.13 0.01 0.07
C -0.15 -0.02 -0.04
H -0.06 0.11 -0.17
H -0.06 -0.02 -0.03
H -0.05 -0.03 -0.02
H 0.01 -0.02 -0.05
H -0.06 -0.03 -0.10
H 0.01 0.01 -0.01
H 0.04 0.00 -0.03
H -0.05 -0.13 0.01
H 0.17 0.00 -0.04
H 0.02 0.01 -0.02
H 0.00 -0.03 0.01
H -0.03 -0.03 0.04
H -0.02 0.05 0.02
H 0.03 0.00 0.00
H 0.02 -0.09 0.07
H -0.02 0.07 0.00
H 0.04 0.00 0.06
H -0.03 0.06 0.01
H 0.05 0.00 -0.01
H -0.11 0.10 0.02
H 0.05 0.01 -0.02


Molecular formula: C14H21N5O2
Method: DFT, ωB97M-V/def2-TZVPD

Results
SMILES string: CCCCNCC(=O)Nc1cc(N)c(C#N)c(OCC)n1
strongest force on any atom: 2.71 eV/A
calculated total energy: -26404.2391 eV

Element x y z (Å)
O -3.052324 2.657125 -1.548656
O 0.768353 -2.277758 -0.543882
N -1.615780 -1.505594 3.595447
N 0.954690 -3.765221 2.830042
N -1.006074 -0.728737 -0.385061
N 0.336249 1.485532 -1.591993
N -2.375436 1.166124 -0.153689
C -0.959787 1.716432 -2.310608
C -1.815088 0.043108 0.333208
C -1.470667 -1.333004 2.238716
C -2.086663 -0.245471 1.642381
C 0.777407 -2.149085 -1.958853
C 0.318517 -3.023616 2.177610
C 2.552477 1.098668 0.603363
C 0.772362 2.547424 -0.653067
C -0.522639 -2.094893 1.508481
C 1.734764 1.121419 1.887497
C -2.199729 1.807688 -1.370113
C -0.212369 -3.047285 -2.601764
C -0.321852 -1.720330 0.148411
C 2.234954 2.331551 -0.258986
H -3.163903 1.477852 0.373816
H 0.694418 3.553597 -1.104084
H 1.789232 -2.390006 -2.346803
H -0.082833 -3.079066 -3.684619
H 2.355496 0.212603 -0.008723
H 0.312824 0.572169 -1.123955
H 0.027143 -4.065551 -2.233540
H 3.563281 1.054840 0.917507
H 0.587780 -1.105058 -2.281783
H -1.240582 -2.787277 -2.357847
H -1.987648 -0.750511 4.162181
H -1.000405 -2.153230 4.044842
H -0.922331 2.651743 -2.848156
H 1.999403 0.253019 2.493404
H -2.769055 0.387754 2.183597
H 0.643558 1.065790 1.652252
H 0.143615 2.569829 0.216428
H 2.782605 2.245202 -1.203236
H 1.989975 2.022003 2.425676
H -1.145911 0.928723 -3.075990
H 2.611972 3.251497 0.210548

Cartesian forces, eV/Å:
O 0.10 0.19 -0.98
O -1.84 0.51 1.42
N -0.29 -0.07 -0.55
N -1.42 1.72 -1.51
N 0.72 -0.22 -1.42
N -0.63 0.43 -0.72
N 0.83 -0.56 -1.24
C 0.61 -1.45 1.56
C 0.69 -1.54 0.91
C 0.80 0.45 1.24
C -0.47 -0.43 0.35
C 0.52 1.46 -1.23
C 1.29 -1.82 1.54
C -1.64 0.42 -0.39
C 0.21 -0.34 -0.74
C 0.10 0.27 -1.12
C -0.66 -0.93 -0.61
C -0.63 1.68 0.00
C -0.03 -1.53 0.05
C 1.04 0.10 0.53
C 0.61 0.17 -0.42
H -0.37 0.57 -0.10
H -0.07 -0.56 -0.18
H -0.42 0.03 0.81
H -0.06 0.20 0.02
H -0.02 -0.14 0.25
H -0.08 0.74 -0.34
H -0.50 0.32 -0.23
H 1.26 0.14 -0.17
H 0.16 -0.39 0.44
H -0.02 -0.03 0.00
H 0.16 -0.38 -0.38
H 0.16 -0.18 0.26
H -0.08 0.34 0.06
H -0.15 0.06 0.16
H -0.01 0.03 0.35
H 0.73 0.18 0.47
H -0.48 0.12 0.74
H 0.05 0.04 0.04
H -0.25 0.31 0.34
H 0.26 0.30 0.67
H -0.15 -0.20 0.15


Molecular formula: C14H21N5O2PdS
Method: DFT, ωB97M-V/def2-TZVPD

Results
strongest force on any atom: 0.83 eV/A
calculated total energy: -40715.9070 eV
total charge: -2

Element x y z (Å)
Pd 1.222163 -0.327792 -0.352619
S 3.086091 -2.513495 0.055899
O 2.482243 0.320538 -2.700192
O 2.283961 2.256632 -1.569850
N 0.316257 0.633663 1.114291
N -1.094043 -0.919919 -1.473462
N 0.166539 -2.201156 0.590998
N 2.690622 -3.968766 2.243191
N 0.781387 -3.087581 1.421419
C -3.732136 -0.133098 -1.144987
C 0.188738 2.038301 1.261171
C -0.660969 2.205285 2.550604
C -3.145623 -1.006246 -0.249111
C 2.048664 1.070542 -1.512270
C -1.952982 -3.242978 1.302139
C 3.147164 1.078564 -3.674867
C -1.114061 -2.291151 0.496895
C -2.978402 0.354297 -2.203676
C -1.804896 -1.365842 -0.430651
C -0.596406 2.730712 0.123067
C 2.084506 -3.181681 1.251647
C 1.515184 2.790702 1.504835
C -1.664266 -0.073403 -2.318699
H 4.013176 1.612386 -3.266294
H 2.024313 -4.569947 2.707059
H -2.594538 -2.692073 1.997456
H 1.350614 3.859756 1.717122
H -0.756456 3.803783 0.315682
H 3.482268 0.383251 -4.449407
H -1.305184 -3.895122 1.879727
H 3.534101 -4.419636 1.927835
H -1.626800 1.712238 2.418277
H 2.016434 2.330852 2.360178
H 2.496217 1.836416 -4.130565
H -0.058396 2.626348 -0.820099
H -3.704639 -1.375010 0.599928
H -3.389767 1.053134 -2.922145
H -1.567231 2.236031 0.028189
H -0.146082 1.729246 3.387742
H -2.603703 -3.843978 0.659168
H 2.167206 2.709525 0.634929
H -0.824102 3.265761 2.783813
H -4.761391 0.179363 -1.004110
H -1.015781 0.291547 -3.110258

Cartesian forces, eV/Å:
Pd 0.46 0.40 0.56
S 0.00 0.02 -0.22
O -0.13 0.07 0.37
O 0.00 0.03 0.04
N -0.08 -0.26 -0.52
N -0.31 -0.16 -0.12
N -0.27 -0.27 -0.06
N -0.04 0.02 -0.03
N 0.02 0.06 -0.04
C -0.02 0.01 0.01
C -0.16 0.06 0.24
C 0.08 -0.01 -0.11
C 0.09 0.00 -0.03
C -0.02 -0.30 -0.34
C -0.02 -0.03 0.05
C 0.06 0.12 -0.07
C 0.15 0.14 0.07
C -0.01 0.08 -0.08
C 0.20 -0.01 0.07
C 0.01 0.05 -0.09
C -0.05 -0.03 0.17
C 0.13 0.11 -0.03
C 0.04 -0.03 0.15
H -0.01 -0.03 0.00
H 0.03 -0.02 0.00
H 0.01 0.00 0.01
H 0.01 0.01 0.01
H -0.01 0.01 0.00
H 0.00 0.00 0.01
H 0.02 -0.01 -0.02
H -0.05 0.03 -0.02
H -0.01 -0.01 -0.02
H 0.00 0.00 0.02
H 0.00 -0.02 0.02
H 0.02 -0.02 0.05
H 0.02 -0.02 0.01
H -0.01 0.01 0.02
H -0.02 0.00 -0.02
H 0.01 -0.01 0.00
H -0.01 0.02 -0.01
H -0.09 -0.03 0.05
H 0.00 0.02 0.00
H 0.01 0.01 -0.03
H -0.05 0.00 -0.04